64
Properties=species:S:1:pos:R:3:forces:R:3:lowdin_charge:R:1 method="wB97M-V/def2-TZVPD" gap_ev=8.571 energy_ha=-1528.8585 molar_mass_g_mol=462.550 smiles="N[C@@H](Cc1ccccc1)C(=O)N1CCC(C(=O)N[C@@H](Cc2c[nH]c3ccccc23)C(=O)O)CC1" relative_energy_kcal_mol=1.7
N -2.1144 -2.2494 -2.2141 -0.008 -0.069 -0.166 0.07
C -2.6840 -1.2313 -1.3557 -0.022 -0.352 -0.072 -0.30
C -4.0961 -1.6745 -0.9102 0.229 0.229 -0.128 -0.09
C -4.7744 -0.6045 -0.1102 -0.210 -0.096 0.056 -0.24
C -5.4978 0.3997 -0.7432 0.012 -0.082 0.033 -0.05
C -6.0761 1.4221 -0.0119 -0.041 0.111 -0.032 -0.09
C -5.9352 1.4559 1.3651 -0.040 0.104 0.035 -0.10
C -5.2212 0.4576 2.0060 0.031 0.015 0.109 -0.08
C -4.6461 -0.5652 1.2730 -0.106 -0.003 -0.030 -0.05
C -1.8408 -1.0345 -0.0957 -0.105 0.226 -0.087 -0.40
O -1.2858 -2.0168 0.3972 -0.119 -0.373 0.078 0.03
N -1.7735 0.1767 0.4848 0.183 -0.138 0.201 -0.04
C -0.9238 0.3753 1.6471 0.086 -0.211 0.406 -0.11
C 0.1840 1.3892 1.3139 0.013 -0.045 -0.119 -0.11
C 0.3986 1.4217 -0.2034 -0.110 0.173 -0.192 -0.20
C 0.7031 0.0387 -0.7965 0.259 0.418 0.502 -0.45
O 0.2455 -0.3344 -1.8595 -0.091 -0.151 -0.537 0.07
N 1.5033 -0.7391 -0.0398 0.113 -0.210 0.021 0.14
C 1.9935 -2.0282 -0.4883 0.131 -0.119 -0.190 -0.18
C 3.3727 -1.9088 -1.1663 -0.163 -0.114 0.267 -0.07
C 4.3039 -1.0724 -0.3517 0.101 -0.287 0.020 -0.18
C 5.1587 -1.4978 0.6228 -0.200 -0.119 -0.214 -0.03
N 5.7975 -0.4282 1.1884 0.311 -0.042 0.278 0.09
C 5.3681 0.7184 0.5868 -0.332 0.288 -0.363 -0.21
C 5.7118 2.0454 0.8121 0.060 0.069 0.057 -0.02
C 5.0980 3.0056 0.0369 0.113 0.055 0.121 -0.10
C 4.1697 2.6588 -0.9493 -0.141 0.092 -0.171 -0.10
C 3.8256 1.3459 -1.1801 0.057 0.014 0.036 -0.04
C 4.4182 0.3522 -0.3995 0.372 0.101 0.303 -0.14
C 2.0431 -2.9737 0.7267 -0.076 0.274 -0.379 -0.48
O 3.0203 -3.6092 1.0146 0.118 -0.163 0.038 0.11
O 0.9426 -3.0162 1.4574 -0.374 -0.201 0.266 0.12
C -0.8665 1.9867 -0.8663 0.049 -0.100 -0.044 -0.10
C -2.1085 1.4383 -0.1381 -0.119 0.255 -0.381 -0.12
H -1.9087 -3.0749 -1.6568 0.026 0.107 -0.070 0.08
H -1.2339 -1.9068 -2.5883 -0.035 -0.087 0.092 0.06
H -2.7498 -0.3153 -1.9437 -0.026 0.004 0.122 0.14
H -3.9924 -2.5867 -0.3196 -0.007 -0.050 -0.032 0.13
H -4.6626 -1.9080 -1.8123 0.039 -0.031 0.016 0.12
H -5.6105 0.3753 -1.8181 -0.016 -0.015 -0.132 0.12
H -6.6389 2.1936 -0.5169 -0.050 0.060 -0.040 0.10
H -6.3861 2.2535 1.9369 -0.043 0.059 0.046 0.10
H -5.1156 0.4740 3.0811 0.003 -0.003 0.089 0.10
H -4.0930 -1.3444 1.7776 0.076 -0.104 0.053 0.12
H -0.5068 -0.5921 1.9290 -0.069 0.198 -0.011 0.12
H -1.5453 0.7366 2.4736 0.046 -0.030 -0.013 0.13
H -0.1117 2.3916 1.6298 0.082 0.018 0.020 0.12
H 1.0985 1.1433 1.8539 -0.010 0.047 0.080 0.11
H 1.2584 2.0570 -0.4419 -0.042 -0.072 0.010 0.14
H 2.0231 -0.3213 0.7161 -0.092 0.124 -0.014 0.15
H 1.2605 -2.4167 -1.2062 0.067 0.040 0.169 0.16
H 3.2381 -1.4588 -2.1510 -0.038 -0.063 -0.036 0.12
H 3.7790 -2.9134 -1.2821 -0.042 0.034 -0.126 0.13
H 5.3408 -2.4993 0.9584 0.024 -0.172 0.093 0.12
H 6.4876 -0.4838 1.9177 -0.088 0.005 -0.080 0.16
H 6.4376 2.3126 1.5662 0.065 0.062 0.072 0.11
H 5.3420 4.0470 0.1859 0.036 0.075 0.027 0.10
H 3.7224 3.4425 -1.5440 -0.035 0.054 -0.061 0.10
H 3.1176 1.0860 -1.9541 -0.089 -0.018 -0.100 0.11
H 0.1466 -2.5900 1.0450 0.284 0.076 -0.022 0.06
H -0.8736 1.6712 -1.9106 -0.027 0.099 0.042 0.11
H -0.8659 3.0758 -0.8323 0.028 0.041 0.014 0.12
H -2.9557 1.3328 -0.8111 0.021 0.053 0.122 0.11
H -2.4157 2.1146 0.6650 -0.070 -0.059 -0.052 0.13

62
Properties=species:S:1:pos:R:3:forces:R:3:lowdin_charge:R:1 method="wB97M-V/def2-TZVPD" gap_ev=9.521 energy_ha=-1337.2717 molar_mass_g_mol=426.568 smiles=N#Cc1cccc([C@H](c2nnnn2C2CCCC2)N2CCC(Cc3ccccc3)CC2)c1 relative_energy_kcal_mol=0.0
N -1.9860 -4.9668 1.5270 -0.277 -0.153 0.224 0.16
C -1.1565 -4.4829 0.9014 -0.376 -0.217 0.289 -0.19
C -0.1392 -3.9055 0.1050 0.654 0.410 -0.515 -0.21
C 0.6901 -4.7313 -0.6570 -0.027 0.036 0.041 -0.02
C 1.6724 -4.1650 -1.4445 0.051 -0.062 -0.013 -0.06
C 1.8293 -2.7878 -1.4819 -0.133 0.081 0.092 -0.02
C 1.0053 -1.9658 -0.7266 0.055 -0.180 -0.269 -0.19
C 1.1951 -0.4641 -0.7224 -0.086 -0.036 -0.165 -0.22
C 1.9770 -0.1472 0.5057 0.793 0.556 0.187 -0.26
N 1.7403 -0.6185 1.7095 -0.733 -0.345 -0.641 0.10
N 2.6829 -0.1297 2.4990 -0.033 -0.175 0.981 -0.02
N 3.4858 0.6069 1.8564 1.050 0.830 -0.282 0.06
N 3.0873 0.6333 0.5796 -1.271 -1.102 0.343 -0.03
C 3.7789 1.4224 -0.4067 0.215 0.361 -0.322 -0.25
C 5.2834 1.0752 -0.4195 0.157 -0.059 -0.123 -0.13
C 6.0174 2.3949 -0.1682 -0.009 -0.002 0.089 -0.19
C 5.0216 3.2031 0.6568 0.049 0.113 -0.106 -0.20
C 3.6995 2.9182 -0.0480 -0.003 0.042 0.103 -0.14
N -0.0958 0.2078 -0.7198 0.196 0.004 0.031 -0.11
C -0.0230 1.6215 -0.4085 -0.085 0.201 0.288 -0.18
C -1.4287 2.1915 -0.2511 0.225 0.037 -0.312 -0.14
C -2.2331 1.9965 -1.5337 -0.190 -0.077 0.171 -0.32
C -3.6588 2.5679 -1.4241 0.229 -0.067 -0.044 -0.12
C -4.4793 1.9215 -0.3445 -0.087 0.113 -0.073 -0.24
C -5.2462 0.7944 -0.6140 -0.013 0.030 0.020 -0.05
C -5.9806 0.1814 0.3856 -0.053 -0.096 0.000 -0.08
C -5.9630 0.6908 1.6725 -0.049 -0.040 0.069 -0.09
C -5.2144 1.8215 1.9499 -0.001 0.014 0.110 -0.08
C -4.4806 2.4317 0.9482 -0.031 -0.011 -0.019 -0.05
C -2.2262 0.5068 -1.8681 0.295 0.178 -0.174 -0.14
C -0.7935 -0.0005 -1.9749 -0.291 -0.201 -0.107 -0.17
C 0.0228 -2.5236 0.0766 0.009 -0.205 -0.069 0.03
H 0.5577 -5.8024 -0.6230 -0.024 -0.051 0.005 0.12
H 2.3204 -4.7954 -2.0347 0.031 -0.059 -0.042 0.11
H 2.5997 -2.3536 -2.1045 0.055 0.063 -0.062 0.12
H 1.7983 -0.1706 -1.6087 -0.124 -0.125 0.175 0.15
H 3.3032 1.2199 -1.3700 0.036 -0.011 0.216 0.14
H 5.4911 0.3784 0.3928 -0.018 -0.016 -0.086 0.11
H 5.5808 0.6085 -1.3575 -0.006 -0.071 0.011 0.11
H 6.2160 2.9032 -1.1135 0.055 0.041 -0.022 0.11
H 6.9635 2.2417 0.3461 0.088 0.013 -0.047 0.11
H 4.9832 2.8159 1.6751 0.014 0.047 0.035 0.10
H 5.2570 4.2651 0.6861 0.011 0.053 0.069 0.11
H 3.6258 3.5057 -0.9642 -0.005 0.026 -0.037 0.12
H 2.8325 3.1381 0.5737 -0.081 -0.003 -0.082 0.11
H 0.5145 1.7444 0.5349 0.015 0.048 -0.080 0.12
H 0.5221 2.1818 -1.1945 0.010 -0.022 0.038 0.13
H -1.3575 3.2515 0.0003 -0.033 0.051 0.060 0.12
H -1.9232 1.6708 0.5693 0.008 0.028 0.081 0.12
H -1.7282 2.5363 -2.3458 0.003 -0.022 0.017 0.14
H -3.5835 3.6404 -1.2296 -0.046 0.030 -0.058 0.12
H -4.1558 2.4327 -2.3876 -0.025 0.075 -0.015 0.12
H -5.2732 0.3959 -1.6183 0.007 -0.034 -0.111 0.11
H -6.5690 -0.6958 0.1591 -0.047 -0.067 -0.015 0.10
H -6.5343 0.2122 2.4538 -0.045 -0.037 0.061 0.10
H -5.2026 2.2307 2.9497 -0.002 0.030 0.077 0.10
H -3.9057 3.3193 1.1714 0.067 0.096 0.010 0.11
H -2.7434 0.3220 -2.8114 -0.075 -0.036 -0.025 0.12
H -2.7346 -0.0455 -1.0772 -0.049 -0.073 -0.014 0.12
H -0.7957 -1.0706 -2.1961 0.019 0.088 -0.059 0.12
H -0.2752 0.5186 -2.8055 0.014 -0.057 0.038 0.13
H -0.6040 -1.8785 0.6705 -0.085 0.021 0.061 0.13

58
Properties=species:S:1:pos:R:3:forces:R:3:lowdin_charge:R:1 method="wB97M-V/def2-TZVPD" gap_ev=8.303 energy_ha=-1138.4362 charge=+1 molar_mass_g_mol=372.532 smiles=CC[N+](CC)(CC)C1(c2ccc(OC)cc2)c2ccccc2-c2ccccc21 relative_energy_kcal_mol=28.4
C -0.7688 -2.6222 -2.5115 -0.495 -0.871 -0.389 -0.06
C -0.8437 -1.8464 -1.2010 -0.254 -0.084 0.201 -0.16
N -0.1519 -0.4810 -1.2621 0.277 -0.706 -1.361 -0.07
C 1.2862 -0.7472 -1.6374 1.226 0.700 -0.814 -0.14
C 1.6348 -1.0653 -3.1231 1.448 -0.857 -0.098 -0.06
C -0.7764 0.3591 -2.4194 0.500 1.347 0.283 -0.12
C -2.0584 -0.1643 -3.0086 -1.251 0.557 -0.756 -0.08
C -0.1162 0.3760 0.2219 0.820 -0.235 -0.795 -0.15
C 0.4491 -0.4547 1.3194 0.171 -0.721 1.160 -0.14
C -0.2628 -1.6004 1.7166 0.092 -0.828 -0.210 -0.06
C 0.2077 -2.4689 2.6798 0.372 0.050 0.360 0.03
C 1.3853 -2.1618 3.3949 -0.270 0.405 0.598 -0.26
O 1.6398 -2.9784 4.4461 0.657 0.347 -0.086 -0.09
C 2.6581 -2.6574 5.4452 -0.312 -0.512 -0.400 -0.04
C 2.0891 -0.9824 3.0900 -0.402 -0.266 0.091 0.01
C 1.5801 -0.1320 2.1108 -0.148 0.009 -1.024 0.00
C 0.6671 1.6265 -0.1216 0.306 1.340 0.183 -0.12
C 2.0429 1.9001 -0.1742 0.209 0.498 -1.024 -0.04
C 2.4677 3.1890 -0.6001 -0.131 -0.457 0.247 -0.04
C 1.5486 4.2207 -0.8563 0.401 -0.037 0.254 -0.05
C 0.1897 3.9760 -0.7122 -0.564 -0.576 0.382 0.01
C -0.2294 2.6932 -0.3359 0.751 0.017 0.003 -0.13
C -1.5676 2.2267 0.0164 -0.684 -0.187 0.147 -0.13
C -2.7189 3.0043 0.1142 0.449 -0.262 0.104 0.00
C -3.8515 2.4134 0.6731 -0.014 -0.280 0.261 -0.05
C -3.7798 1.0961 1.1487 -0.072 0.179 -0.003 -0.05
C -2.5971 0.3409 1.0862 -0.566 -0.226 -0.636 0.00
C -1.5066 0.8566 0.4184 -0.736 2.214 0.182 -0.10
H -1.1613 -3.6489 -2.4300 0.031 0.367 0.603 0.11
H -1.3705 -2.1887 -3.3093 0.510 -0.378 0.366 0.05
H 0.2406 -2.7425 -2.8684 -0.354 -0.200 0.217 0.04
H -1.9017 -1.6912 -0.9199 0.683 -0.031 0.134 0.12
H -0.3424 -2.4293 -0.4216 -0.087 0.328 -0.321 0.11
H 1.8252 0.2065 -1.4426 -0.515 -1.081 -0.069 0.10
H 1.6845 -1.5371 -0.9903 -0.192 0.262 0.017 0.15
H 2.7157 -0.8426 -3.3086 -0.760 0.127 0.499 0.10
H 1.5691 -2.1400 -3.3987 0.131 1.060 0.133 0.07
H 1.0999 -0.4704 -3.8564 0.095 -0.308 -0.038 0.07
H -0.9249 1.3899 -2.0347 0.029 -0.973 -0.164 0.12
H -0.0451 0.4907 -3.2539 -0.657 -0.150 1.262 0.12
H -2.6642 0.6819 -3.3763 0.309 -0.123 0.315 0.10
H -1.8921 -0.7837 -3.9018 -0.206 0.460 0.434 0.08
H -2.6926 -0.6968 -2.2905 0.105 0.221 -0.370 0.09
H -1.1873 -1.8973 1.2135 0.505 0.241 0.371 0.09
H -0.3224 -3.3883 2.9423 0.095 0.418 -0.056 0.13
H 2.5139 -3.4828 6.1729 0.365 0.709 -0.383 0.10
H 3.6832 -2.6898 5.0095 -0.741 0.016 0.270 0.10
H 2.4665 -1.6808 5.9287 0.012 -0.439 -0.349 0.10
H 3.0046 -0.7097 3.6185 -0.417 -0.053 -0.053 0.12
H 2.0826 0.8162 1.9324 -0.033 -0.330 0.141 0.10
H 2.8096 1.1213 -0.0210 -0.502 0.586 0.039 0.12
H 3.5420 3.3781 -0.7317 -0.563 -0.086 0.210 0.11
H 1.9073 5.2365 -1.0851 -0.179 -0.676 -0.055 0.12
H -0.5791 4.7457 -0.8212 0.485 -0.076 -0.088 0.12
H -2.6780 4.0612 -0.1798 -0.223 -0.521 0.157 0.12
H -4.7627 3.0024 0.8133 0.279 -0.339 -0.150 0.12
H -4.6601 0.6320 1.5917 0.214 0.224 0.007 0.11
H -2.5774 -0.6585 1.5008 -0.200 0.190 0.062 0.10

61
Properties=species:S:1:pos:R:3:forces:R:3:lowdin_charge:R:1 method="wB97M-V/def2-TZVPD" gap_ev=5.893 energy_ha=-1630.4055 molar_mass_g_mol=435.504 relative_energy_kcal_mol=59.1
C 2.8827 -2.4294 -0.8041 -0.097 -0.195 0.326 0.02
N 1.4479 -2.5650 -1.1548 0.124 0.788 -0.718 -0.14
C 1.1323 -3.7629 -1.8916 0.437 -0.408 -1.469 -0.04
C 0.5238 -1.7563 -0.7178 -0.308 -6.599 3.534 -0.08
C -0.8711 -2.1349 -0.7467 -0.651 0.653 -1.674 -0.17
C -1.3118 -3.4481 -0.3913 0.038 0.505 -0.108 -0.04
C -2.6077 -3.8499 -0.6510 -0.349 0.353 -0.013 -0.04
C -3.5508 -2.9777 -1.2138 0.125 0.381 -0.073 -0.27
C -4.9695 -3.4306 -1.4754 -0.102 -0.037 -0.015 -0.06
C -3.1319 -1.6788 -1.5211 -0.447 -0.467 0.189 -0.05
C -1.8264 -1.2626 -1.3281 0.519 -0.595 0.546 -0.03
H 3.3451 -3.3510 -1.1453 0.282 0.110 0.149 0.08
H 3.3297 -1.5799 -1.3414 -0.280 -0.329 0.250 0.09
H 3.0524 -2.3369 0.2802 -0.211 0.104 -0.323 0.12
H 2.0270 -4.0125 -2.4356 0.162 -0.352 -0.560 0.08
H 0.9169 -4.6166 -1.2436 -0.041 0.300 0.123 0.10
H 0.3148 -3.6361 -2.6012 -0.002 0.111 0.231 0.11
H 0.9938 -1.0612 0.2461 -1.362 -1.430 -1.232 0.07
H -0.6511 -4.1707 0.0651 0.156 0.183 0.079 0.11
H -2.9444 -4.8600 -0.4173 0.285 0.141 0.104 0.12
H -5.5739 -2.6119 -1.8847 0.145 -0.175 0.090 0.07
H -5.0055 -4.2624 -2.1942 0.071 0.207 0.142 0.08
H -5.4647 -3.7864 -0.5602 0.175 0.126 -0.172 0.08
H -3.8565 -0.9771 -1.9154 0.014 0.025 -0.106 0.11
H -1.5226 -0.2722 -1.6406 -0.058 0.014 -0.016 0.10
C 5.0743 0.9013 -2.2259 0.256 -0.086 -0.395 -0.08
C 4.4139 1.0629 -0.8830 -0.210 -0.106 -0.497 -0.21
O 3.0073 0.6941 -1.0839 1.235 0.083 -0.154 -0.04
C 2.3695 0.5485 0.0843 -2.504 0.978 0.084 -0.61
C 0.9396 0.1325 -0.0073 2.176 7.413 0.765 -0.21
P 0.0718 0.7631 1.4486 -0.416 -0.275 0.686 0.76
C 0.7058 2.3025 2.2181 0.454 0.817 0.353 -0.26
C 1.3046 3.3655 1.5207 -0.069 0.126 0.236 -0.10
C 1.6608 4.5564 2.1730 -0.086 -0.252 -0.082 -0.09
C 1.4346 4.7168 3.5434 -0.142 -0.415 -0.146 -0.09
C 0.8493 3.6663 4.2576 0.034 -0.073 -0.339 -0.08
C 0.4936 2.4788 3.6001 -0.001 -0.110 -0.055 -0.06
C -1.5654 1.3637 0.8867 -0.180 -0.158 -0.074 -0.27
C -1.7246 2.5356 0.1379 -0.323 -0.172 -0.133 -0.08
C -2.9964 2.9118 -0.3091 0.204 -0.100 0.047 -0.08
C -4.1087 2.1232 -0.0034 0.111 -0.152 0.043 -0.09
C -3.9534 0.9690 0.7684 0.056 0.145 0.007 -0.09
C -2.6902 0.6025 1.2306 0.115 0.035 -0.195 -0.08
O -0.0578 -0.3336 2.4588 -0.084 0.361 -0.257 -0.33
O 2.8697 0.8417 1.1421 1.046 -0.502 0.804 0.06
H 6.1207 1.2188 -2.1676 -0.134 -0.022 -0.007 0.08
H 5.0669 -0.1491 -2.5446 -0.031 0.210 0.040 0.07
H 4.5782 1.4966 -3.0023 0.078 -0.095 0.216 0.08
H 4.8615 0.3891 -0.1434 -0.189 0.250 -0.055 0.12
H 4.4962 2.0993 -0.5236 -0.249 -0.392 0.027 0.13
H 0.4711 0.4511 -0.9491 0.054 -0.518 0.069 0.12
H 1.5052 3.2751 0.4510 -0.022 -0.023 0.247 0.10
H 2.1249 5.3635 1.6003 -0.148 -0.275 0.169 0.10
H 1.7134 5.6431 4.0493 -0.077 -0.278 -0.174 0.10
H 0.6693 3.7702 5.3320 0.052 -0.094 -0.409 0.10
H 0.0484 1.6626 4.1741 0.132 0.201 -0.231 0.11
H -0.8567 3.1507 -0.1060 -0.256 -0.137 0.050 0.10
H -3.1105 3.8165 -0.9083 -0.001 -0.235 0.189 0.10
H -5.0976 2.4003 -0.3730 0.285 -0.034 0.114 0.10
H -4.8119 0.3369 1.0021 0.192 0.239 -0.045 0.11
H -2.5558 -0.2960 1.8355 0.017 0.233 -0.180 0.11